An isolated molecule of C5H4S3 in a non-equilibrium geometry. Source: the OMol25 dataset; level of theory: ωB97M-V/def2-TZVPD.

Element x y z (Å)
S: 3.627 -1.242 -0.297
C: 2.039 -0.598 0.231
C: 1.636 0.786 0.252
C: 0.302 1.057 0.086
C: -0.518 -0.086 0.165
C: -1.881 -0.058 -0.306
S: -3.354 -1.150 -0.065
S: 0.517 -1.576 0.417
H: 2.175 1.732 0.519
H: 0.026 2.194 -0.358
H: -2.003 1.128 -0.299
H: -2.568 -2.187 -0.345

Results
Spin multiplicity: 1
Energy above the lowest of the compared OMol25 structures with the same formula, charge and spin in eV: 2.798
DFT total energy in eV: -37751.8473
Orbital gap in eV: 6.49
SMILES: S=C1C=C/C(=C/S)S1

Here are the Mulliken charges for atoms 1 to 2, given in e:
1 S -0.21
2 C -0.02

An isolated molecule of C5H11N3O in a non-equilibrium geometry. Source: the OMol25 dataset; level of theory: ωB97M-V/def2-TZVPD.

Element x y z (Å)
C: 1.794 0.693 0.069
C: 0.496 0.062 -0.362
C: -0.584 0.958 -0.934
C: -1.525 0.941 0.246
N: -1.397 1.977 1.119
O: -2.388 0.078 0.406
C: 0.289 -1.284 -0.302
N: 1.249 -2.154 0.204
N: -0.783 -1.906 -0.919
H: 2.046 0.444 1.104
H: 2.623 0.375 -0.566
H: 1.730 1.778 0.013
H: -1.061 0.524 -1.813
H: -0.202 1.954 -1.148
H: -1.931 1.950 1.973
H: -0.619 2.609 1.060
H: 1.933 -1.720 0.803
H: 0.893 -3.024 0.570
H: -0.915 -2.873 -0.665
H: -1.647 -1.380 -0.857

Results
Spin multiplicity: 1
Energy above the lowest of the compared OMol25 structures with the same formula, charge and spin in eV: 0.135
DFT total energy in eV: -11881.6357
Orbital gap in eV: 7.98
SMILES: CC(CC(N)=O)=C(N)N

Here are the Mulliken charges for atoms 1 to 2, given in e:
1 C -1.80
2 C 0.84

C42H34CrN6O5 as an isolated structure in a non-equilibrium geometry. Source: the OMol25 dataset; level of theory: ωB97M-V/def2-TZVPD.

Element x y z (Å)
Cr: -0.252 0.136 -0.202
O: 0.262 0.906 -1.729
C: 1.088 1.960 -2.008
C: 1.343 2.804 -0.721
C: 2.054 2.015 0.340
C: 3.154 2.552 0.985
C: 3.837 1.798 1.933
C: 3.431 0.488 2.119
C: 2.319 0.003 1.450
C: 1.915 -1.419 1.604
C: 0.475 -1.549 2.199
O: -0.409 -1.124 1.257
C: 0.270 -3.037 2.526
C: 0.961 -3.653 3.562
C: 0.783 -4.999 3.822
C: -0.091 -5.749 3.053
C: -0.780 -5.142 2.017
C: -0.600 -3.795 1.758
C: 0.278 -0.771 3.507
C: -1.016 -0.391 3.841
C: -1.291 0.302 5.006
C: -0.269 0.595 5.891
C: 1.021 0.204 5.583
C: 1.296 -0.460 4.400
N: 1.586 0.784 0.629
C: 2.425 1.465 -2.575
C: 3.248 2.326 -3.293
C: 4.437 1.869 -3.834
C: 4.820 0.550 -3.656
C: 4.000 -0.312 -2.951
C: 2.804 0.138 -2.420
C: 0.418 2.800 -3.105
C: 0.018 4.119 -2.950
C: -0.566 4.805 -4.002
C: -0.766 4.183 -5.221
C: -0.400 2.855 -5.374
C: 0.183 2.171 -4.325
H: 0.359 3.101 -0.339
H: 1.939 3.688 -0.964
H: 3.488 3.552 0.752
H: 4.673 2.204 2.481
H: 3.991 -0.167 2.769
H: 2.650 -1.965 2.194
H: 1.824 -1.879 0.614
H: 1.641 -3.077 4.175
H: 1.338 -5.470 4.624
H: -0.226 -6.802 3.256
H: -1.451 -5.723 1.400
H: -1.116 -3.317 0.939
H: -1.814 -0.640 3.163
H: -2.304 0.617 5.216
H: -0.477 1.118 6.814
H: 1.833 0.416 6.267
H: 2.318 -0.733 4.195
H: 2.942 3.352 -3.445
H: 5.065 2.543 -4.399
H: 5.753 0.196 -4.073
H: 4.288 -1.344 -2.818
H: 2.140 -0.544 -1.905
H: 0.152 4.629 -2.010
H: -0.870 5.833 -3.863
H: -1.206 4.728 -6.045
H: -0.572 2.355 -6.317
H: 0.463 1.134 -4.439
C: -4.827 -1.219 -2.845
N: -3.502 -1.616 -2.432
C: -3.012 -2.861 -2.640
C: -1.751 -3.191 -2.294
C: -0.927 -2.187 -1.651
O: 0.264 -2.354 -1.355
N: -1.511 -1.001 -1.358
C: -2.719 -0.622 -1.803
O: -3.162 0.504 -1.695
H: -5.276 -2.000 -3.457
H: -4.755 -0.289 -3.412
H: -5.451 -1.026 -1.971
H: -3.687 -3.565 -3.117
H: -1.344 -4.171 -2.478
N: -3.153 -0.691 1.085
C: -2.891 0.650 1.162
O: -1.754 1.093 0.846
C: -3.949 1.476 1.613
C: -3.840 2.846 1.832
N: -3.819 3.971 2.085
C: -5.190 0.918 1.896
N: -6.217 0.444 2.136
H: -2.339 -1.286 0.998
H: -3.994 -1.057 1.501

Results
Spin multiplicity: 4
Energy above the lowest of the compared OMol25 structures with the same formula, charge and spin in eV: 1.072
DFT total energy in eV: -91711.9586
Orbital gap (alpha / beta) in eV: 6.99 / 6.95
Total charge: -1

Here are the Mulliken charges for atoms 1 to 2, given in e:
1 Cr -0.13
2 O -0.36

C36H30AsBrFN3O10PSTl as an isolated structure. Source: the OMol25 dataset; level of theory: ωB97M-V/def2-TZVPD.

Element x y z (Å)
Tl: 0.006 1.495 1.801
C: 2.036 1.677 -4.453
C: 0.880 2.087 -3.587
C: 1.063 2.921 -2.485
C: -0.009 3.238 -1.671
C: -1.244 2.718 -2.032
Br: -2.766 3.132 -0.958
N: -1.460 1.943 -3.067
C: -0.404 1.627 -3.823
H: 2.586 2.549 -4.811
H: 1.695 1.100 -5.313
H: 2.730 1.056 -3.881
H: 2.042 3.325 -2.253
H: 0.130 3.856 -0.793
H: -0.602 0.955 -4.653
O: -2.858 1.615 5.040
As: -2.312 0.056 4.431
O: -3.534 -1.025 4.586
O: -1.675 0.261 2.904
C: -0.923 -0.458 5.715
C: -1.274 -1.566 6.483
C: -0.424 -2.059 7.463
C: 0.793 -1.438 7.693
C: 1.154 -0.333 6.939
C: 0.308 0.155 5.950
S: 0.945 1.538 5.001
O: -0.213 2.360 4.635
O: 1.902 2.188 5.865
O: 1.542 0.912 3.813
H: -2.075 2.195 4.991
H: -2.237 -2.023 6.289
H: -0.717 -2.923 8.047
H: 1.462 -1.808 8.461
H: 2.092 0.178 7.108
C: -6.213 -1.292 -3.522
C: -5.926 -2.258 -2.570
C: -4.762 -2.173 -1.815
C: -3.874 -1.115 -1.997
C: -4.179 -0.139 -2.949
C: -5.334 -0.233 -3.711
P: -2.332 -0.877 -1.018
C: -2.345 -2.376 0.034
C: -2.807 -2.204 1.335
C: -2.891 -3.283 2.207
C: -2.506 -4.543 1.775
C: -2.026 -4.722 0.480
C: -1.943 -3.644 -0.386
C: -1.055 -1.331 -2.257
C: -1.309 -1.878 -3.512
C: -0.265 -2.147 -4.389
C: 1.046 -1.883 -4.018
C: 1.315 -1.344 -2.766
C: 0.269 -1.065 -1.901
H: -7.120 -1.360 -4.111
H: -6.609 -3.083 -2.410
H: -4.547 -2.932 -1.074
H: -3.497 0.692 -3.094
H: -5.552 0.531 -4.449
H: -3.052 -1.215 1.696
H: -3.223 -3.091 3.221
H: -2.552 -5.387 2.454
H: -1.703 -5.703 0.151
H: -1.556 -3.784 -1.390
H: -2.329 -2.089 -3.812
H: -0.481 -2.564 -5.366
H: 1.858 -2.087 -4.706
H: 2.329 -1.108 -2.471
H: 0.482 -0.611 -0.939
F: 7.984 3.776 -0.722
C: 6.980 2.897 -0.908
C: 5.824 3.020 -0.242
N: 4.788 2.139 -0.387
C: 3.543 2.417 0.337
C: 2.957 3.825 0.012
O: 3.561 4.487 -0.857
O: 1.932 4.083 0.666
C: 4.841 1.141 -1.322
O: 3.936 0.360 -1.560
N: 6.053 1.043 -1.990
C: 7.184 1.844 -1.873
O: 8.178 1.640 -2.546
H: 5.656 3.833 0.447
H: 3.715 2.333 1.410
H: 2.821 1.657 0.047
H: 6.105 0.297 -2.666

Results
Spin multiplicity: 1
Energy above the lowest of the compared OMol25 structures with the same formula, charge and spin in eV: 0.000
DFT total energy in eV: -221186.7885
Orbital gap in eV: 7.93
Total charge: -2

Here are the Mulliken charges for atoms 1 to 2, given in e:
1 Tl 0.96
2 C -1.56

An isolated molecule of C4H3F2NO in a non-equilibrium geometry. Source: the OMol25 dataset; level of theory: ωB97M-V/def2-TZVPD.

Element x y z (Å)
F: -1.050 -1.409 -1.577
C: -1.297 -0.382 -0.615
C: -0.040 0.211 -0.109
C: 1.259 -0.391 -0.300
N: 2.210 0.069 0.479
O: 1.541 0.870 1.316
C: 0.218 0.962 0.943
F: -0.434 1.596 1.866
H: -1.980 0.358 -1.087
H: -1.995 -0.848 0.147
H: 1.569 -1.036 -1.063

Results
Spin multiplicity: 1
Energy above the lowest of the compared OMol25 structures with the same formula, charge and spin in eV: 1.472
DFT total energy in eV: -13166.5329
Orbital gap in eV: 10.95
SMILES: FCc1cnoc1F

Here are the Mulliken charges for atoms 1 to 2, given in e:
1 F -0.29
2 C -0.29

C41H51BInN17OPS2 as an isolated structure. Source: the OMol25 dataset; level of theory: ωB97M-V/def2-TZVPD.

Element x y z (Å)
In: -0.403 -1.042 1.180
N: -4.786 -0.804 0.603
C: -3.502 -0.460 0.775
S: -2.371 -0.869 -0.449
N: -3.212 0.275 1.855
N: -1.924 0.470 2.106
C: -1.501 1.555 2.693
C: -2.351 2.697 3.086
C: -3.618 2.499 3.645
C: -4.437 3.580 3.922
C: -4.009 4.874 3.647
C: -2.741 5.085 3.119
C: -1.915 4.008 2.841
C: -0.023 1.626 2.832
C: 0.593 2.521 3.689
C: 1.981 2.597 3.702
C: 2.710 1.769 2.870
C: 2.025 0.857 2.081
N: 0.700 0.790 2.064
H: -5.032 -1.416 -0.156
H: -5.457 -0.641 1.339
H: -3.949 1.499 3.884
H: -5.413 3.415 4.361
H: -4.657 5.716 3.859
H: -2.389 6.095 2.937
H: -0.942 4.181 2.403
H: -0.003 3.140 4.343
H: 2.482 3.298 4.358
H: 3.792 1.800 2.851
H: 2.541 0.137 1.464
C: 2.248 -2.681 4.475
C: 1.741 -1.610 3.746
N: 1.112 -2.039 2.645
N: 1.195 -3.394 2.664
C: 1.872 -3.795 3.756
B: 0.364 -4.313 1.720
N: -1.132 -4.065 2.106
C: -2.081 -4.899 2.577
C: -3.158 -4.147 3.005
C: -2.788 -2.831 2.755
N: -1.574 -2.776 2.206
N: 0.565 -3.886 0.239
C: 0.768 -4.679 -0.828
C: 0.651 -3.917 -1.976
C: 0.355 -2.634 -1.523
N: 0.310 -2.626 -0.186
N: 0.874 -5.731 1.864
C: 2.174 -6.093 1.635
C: 2.278 -7.437 1.849
C: 0.971 -7.835 2.211
N: 0.135 -6.813 2.217
H: 2.804 -2.647 5.397
H: 1.805 -0.564 3.988
H: 2.032 -4.840 3.971
H: -1.913 -5.962 2.585
H: -4.074 -4.512 3.438
H: -3.338 -1.929 2.972
H: 0.978 -5.731 -0.714
H: 0.761 -4.251 -2.994
H: 0.175 -1.725 -2.074
H: 2.921 -5.367 1.345
H: 3.159 -8.054 1.758
H: 0.616 -8.822 2.469
O: 1.031 0.142 -0.893
P: 1.446 0.812 -2.168
N: 2.226 -0.288 -3.124
C: 3.280 -1.167 -2.584
C: 3.676 -2.046 -3.771
C: 3.371 -1.164 -4.988
C: 2.090 -0.441 -4.584
N: 0.241 1.348 -3.141
C: -0.952 0.499 -3.327
C: -1.989 1.435 -3.944
C: -1.144 2.478 -4.678
C: 0.078 2.664 -3.779
N: 2.445 2.109 -1.879
C: 3.417 1.986 -0.766
C: 4.765 2.324 -1.389
C: 4.398 3.399 -2.408
C: 3.040 2.940 -2.952
H: 2.912 -1.743 -1.733
H: 4.142 -0.579 -2.244
H: 3.066 -2.952 -3.797
H: 4.723 -2.342 -3.720
H: 3.240 -1.738 -5.903
H: 4.180 -0.446 -5.146
H: 1.222 -1.064 -4.829
H: 1.959 0.517 -5.084
H: -1.283 0.087 -2.374
H: -0.735 -0.332 -4.008
H: -2.580 1.909 -3.157
H: -2.668 0.901 -4.609
H: -1.672 3.418 -4.835
H: -0.837 2.092 -5.652
H: -0.097 3.440 -3.025
H: 0.954 2.937 -4.363
H: 3.391 0.986 -0.345
H: 3.167 2.704 0.023
H: 5.168 1.448 -1.904
H: 5.494 2.660 -0.651
H: 5.135 3.496 -3.204
H: 4.297 4.369 -1.917
H: 3.164 2.355 -3.870
H: 2.405 3.796 -3.170
S: -1.207 2.611 -0.315
C: -2.827 3.028 -0.496
N: -3.174 4.356 -0.413
C: -4.428 4.812 -0.608
C: -5.420 3.931 -0.888
C: -5.050 2.578 -0.931
N: -3.819 2.140 -0.741
H: -2.426 5.000 -0.200
H: -4.582 5.880 -0.534
H: -6.437 4.253 -1.055
H: -5.796 1.815 -1.133

Results
Spin multiplicity: 2
Energy above the lowest of the compared OMol25 structures with the same formula, charge and spin in eV: 0.345
DFT total energy in eV: -107526.4407
Orbital gap (alpha / beta) in eV: 6.66 / 4.16
Total charge: +2

Here are the Mulliken charges for atoms 1 to 2, given in e:
1 In 2.22
2 N -0.30

C21H14F12I2NO2Pd as an isolated structure. Source: the OMol25 dataset; level of theory: ωB97M-V/def2-TZVPD.

Element x y z (Å)
Pd: 0.603 1.915 0.791
C: -0.868 0.032 -5.510
C: -0.669 0.034 -4.016
C: -1.713 -0.240 -3.147
C: -1.503 -0.216 -1.782
C: -0.253 0.101 -1.261
N: -0.114 0.203 0.132
C: -0.461 -0.832 0.942
C: -0.521 -2.141 0.398
C: -0.663 -3.244 1.201
C: -0.767 -3.103 2.582
C: -0.828 -4.304 3.483
C: -0.792 -1.815 3.119
C: -0.665 -0.673 2.346
C: -0.875 0.725 2.979
O: -0.888 1.778 2.123
C: -2.316 0.761 3.583
F: -2.624 1.966 4.058
F: -3.210 0.460 2.624
F: -2.527 -0.117 4.591
C: 0.176 0.954 4.122
F: 1.415 0.829 3.640
F: 0.076 0.061 5.144
F: 0.051 2.163 4.659
C: 0.818 0.408 -2.118
C: 0.584 0.341 -3.485
C: 2.160 0.843 -1.476
O: 2.030 1.920 -0.662
C: 3.180 1.305 -2.559
F: 4.301 1.785 -2.027
F: 3.526 0.306 -3.410
F: 2.664 2.298 -3.306
C: 2.796 -0.425 -0.733
F: 2.243 -1.580 -1.185
F: 2.587 -0.386 0.580
F: 4.127 -0.554 -0.907
H: -1.841 -0.378 -5.779
H: -0.097 -0.563 -6.004
H: -0.805 1.048 -5.906
H: -2.701 -0.455 -3.536
H: -2.314 -0.408 -1.090
H: -0.384 -2.260 -0.667
H: -0.670 -4.233 0.756
H: -1.271 -5.161 2.976
H: -1.404 -4.090 4.384
H: 0.180 -4.589 3.795
H: -0.935 -1.716 4.182
H: 1.381 0.532 -4.185
I: 1.545 4.147 1.665
C: -0.272 4.197 -1.761
I: -1.913 3.554 -0.720
H: 0.597 3.554 -1.741
H: -0.176 5.266 -1.881

Results
Spin multiplicity: 3
Energy above the lowest of the compared OMol25 structures with the same formula, charge and spin in eV: 0.157
DFT total energy in eV: -79883.1944
Orbital gap (alpha / beta) in eV: 7.30 / 5.15
Total charge: -1

Here are the Mulliken charges for atoms 1 to 2, given in e:
1 Pd 0.38
2 C -1.64

An isolated molecule of C3H7ClN2 in a non-equilibrium geometry. Source: the OMol25 dataset; level of theory: ωB97M-V/def2-TZVPD.

Element x y z (Å)
C: -0.290 0.820 0.541
C: -0.617 -0.743 0.322
C: 1.619 0.223 -0.773
N: 0.731 1.161 -0.440
N: 0.400 -1.400 -0.438
Cl: 2.865 -0.256 0.347
H: -1.080 1.577 0.397
H: 0.172 0.958 1.487
H: -0.860 -1.101 1.281
H: -1.491 -0.746 -0.330
H: 2.138 0.073 -1.804
H: 0.277 1.473 -1.292
H: 1.009 -1.987 0.132

Results
Spin multiplicity: 1
Energy above the lowest of the compared OMol25 structures with the same formula, charge and spin in eV: 2.637
DFT total energy in eV: -18724.6958
Orbital gap in eV: 9.12

Here are the Mulliken charges for atoms 1 to 2, given in e:
1 C -0.63
2 C -0.30

C30H54P2Sm as an isolated structure in a non-equilibrium geometry. Source: the OMol25 dataset; level of theory: ωB97M-V/def2-TZVPD.

Element x y z (Å)
Sm: 0.092 0.038 -0.353
C: 2.110 0.600 0.804
C: 1.712 1.688 -0.102
C: 0.139 1.648 1.661
C: 1.144 0.556 1.911
C: 0.447 2.307 0.444
C: 3.456 -0.089 0.764
H: 3.842 -0.265 -0.259
H: 3.483 -1.063 1.276
H: 4.201 0.553 1.270
C: 1.497 -0.054 3.230
H: 2.256 -0.833 3.206
H: 0.577 -0.680 3.638
H: 1.595 0.672 4.032
C: -0.957 2.014 2.627
H: -0.611 2.863 3.230
H: -1.207 1.213 3.340
H: -1.910 2.296 2.155
C: -0.066 3.692 0.195
H: 0.563 4.362 0.803
H: -1.094 3.827 0.560
H: -0.036 4.077 -0.833
C: 2.747 2.398 -0.872
H: 3.420 2.839 -0.124
H: 2.361 3.212 -1.482
H: 3.364 1.735 -1.490
C: 0.418 -0.530 -3.721
C: 1.656 -0.079 -3.455
C: 2.504 0.616 -4.484
C: 2.014 2.070 -4.768
C: 0.772 2.475 -3.996
C: -0.441 2.012 -4.327
C: -0.659 1.019 -5.440
C: -0.213 -0.430 -5.082
H: 2.507 0.044 -5.428
H: 1.785 2.131 -5.844
H: 3.558 0.632 -4.148
H: 0.478 -0.795 -5.858
H: -0.281 -0.956 -2.979
H: 2.153 -0.114 -2.468
H: -1.090 -1.100 -5.124
H: -1.714 1.044 -5.757
H: -1.349 2.487 -3.932
H: -0.091 1.340 -6.327
H: 2.829 2.798 -4.624
H: 0.867 3.321 -3.300
P: 0.673 -2.582 0.075
C: 1.164 -3.050 1.710
H: 1.255 -4.132 1.630
H: 0.449 -2.816 2.501
H: 2.136 -2.637 1.989
C: -0.646 -3.695 -0.353
H: -0.229 -4.674 -0.104
H: -0.895 -3.671 -1.421
H: -1.564 -3.535 0.225
C: 2.071 -3.130 -0.871
H: 1.874 -3.152 -1.945
H: 2.217 -4.152 -0.510
H: 2.982 -2.551 -0.682
P: -2.540 0.422 -0.716
C: -2.955 2.156 -0.732
H: -3.855 2.154 -1.348
H: -2.235 2.878 -1.118
H: -3.225 2.479 0.284
C: -3.256 -0.624 -1.958
H: -3.141 -0.200 -2.954
H: -4.318 -0.635 -1.699
H: -2.895 -1.666 -1.949
C: -3.678 0.038 0.584
H: -4.607 0.456 0.186
H: -3.443 0.522 1.530
H: -3.797 -1.033 0.716
C: -2.565 -1.815 4.464
C: -1.145 -1.395 4.545
C: -0.962 -0.229 5.552
C: -0.235 -2.558 5.002
C: -0.757 -0.977 3.179
C: -0.621 -0.715 1.933
H: -2.870 -2.139 5.448
H: -2.668 -2.632 3.761
H: -3.183 -0.984 4.145
H: -1.248 -0.598 6.542
H: 0.062 0.160 5.656
H: -1.627 0.611 5.338
H: -0.375 -3.445 4.382
H: 0.840 -2.331 5.046
H: -0.530 -2.839 6.015

Results
Spin multiplicity: 6
Energy above the lowest of the compared OMol25 structures with the same formula, charge and spin in eV: 5.985
DFT total energy in eV: -68454.8144
Orbital gap (alpha / beta) in eV: 6.71 / 6.94
Total charge: +1

Here are the Mulliken charges for atoms 1 to 2, given in e:
1 Sm -0.75
2 C 0.32